C12H18As3CaF21NO11 | wB97M-V/def2-TZVPD

```
67
Properties=species:S:1:pos:R:3:forces:R:3:lowdin_charge:R:1
Ca -3.4608 22.8982 -25.1287 0.859 0.495 -0.807 1.71
As -3.9838 29.0304 -26.8288 -2.019 -0.279 -1.842 0.93
F -3.8382 30.3388 -28.1083 0.266 -1.029 2.003 -0.33
F -5.2265 29.9740 -25.8694 1.730 -1.091 -0.879 -0.33
F -4.1759 27.5035 -25.8908 -0.090 1.502 0.292 -0.34
F -2.8307 28.0434 -27.7264 -0.280 1.063 0.275 -0.29
F -2.7031 29.7096 -25.7662 -1.280 -0.693 -1.086 -0.31
F -5.3912 28.4601 -27.8782 1.765 0.512 1.428 -0.33
As -0.4012 18.0683 -28.9157 0.834 0.171 0.920 0.94
F 0.4766 17.1437 -30.2002 -0.886 0.940 1.171 -0.32
F -0.9668 16.4800 -28.2700 0.220 1.331 -0.432 -0.33
F -1.2116 18.9881 -27.5347 0.569 -0.874 -1.808 -0.35
F 0.3529 19.5936 -29.6219 -1.424 -2.045 1.046 -0.32
F -1.9039 18.1495 -29.8590 1.514 0.237 0.619 -0.29
F 0.9720 17.9189 -27.7512 -0.853 0.121 -1.386 -0.33
As -10.6182 23.7576 -25.7043 2.129 1.035 -0.022 0.86
F -10.3319 24.7828 -24.3058 -0.851 0.266 -0.449 -0.30
F -8.8138 23.4890 -25.5583 -1.618 -0.583 -0.425 -0.34
F -10.7268 22.6631 -27.0806 0.086 0.539 1.029 -0.28
F -12.3477 24.0636 -25.7940 0.805 0.284 -0.103 -0.29
F -10.1920 25.1661 -26.8072 -1.058 -1.820 1.291 -0.32
F -11.0128 22.4998 -24.4983 0.467 0.165 -1.138 -0.32
C 1.5307 23.2070 -23.8805 -2.338 -0.872 -1.084 -0.48
O 0.7124 22.4984 -22.9501 0.639 -1.966 2.461 -0.13
O 0.6423 23.4448 -24.9014 1.969 0.982 1.194 -0.21
C 2.2824 24.3839 -23.1446 0.015 -0.764 -1.039 -0.63
F 3.2493 24.0565 -22.2288 0.179 -1.239 -0.071 0.08
F 2.9086 25.0704 -24.0703 1.375 0.699 -1.664 0.15
F 1.5763 25.2486 -22.5144 -2.637 1.617 1.593 0.18
C 1.2655 21.4221 -22.1402 -1.446 0.348 0.671 -0.25
C 0.2315 21.0987 -21.0267 1.648 0.007 0.276 -0.09
H 0.6790 20.2499 -20.5096 -0.081 -0.332 0.192 0.06
H 0.2586 21.8893 -20.2768 -0.674 0.208 -0.172 0.07
H -0.7620 20.7670 -21.3284 0.067 0.491 -0.272 0.06
H 2.2269 21.6096 -21.6620 0.033 0.865 0.117 0.10
H 1.4660 20.4362 -22.5596 -0.291 0.175 -1.529 0.10
H 2.3674 22.5474 -24.1108 0.466 -0.368 -0.633 0.14
N -5.0526 23.4345 -30.7241 2.071 1.227 -1.820 -0.74
O -5.0174 23.2642 -29.5487 -1.312 -1.055 5.576 -0.04
O -6.0116 23.8734 -31.3016 -2.788 0.460 -1.173 -0.02
O -3.9916 23.2834 -31.3049 2.121 -0.741 -2.288 -0.05
C -2.3611 29.9474 -18.5808 -1.233 0.126 0.450 -0.01
C -3.3221 28.8076 -18.3409 0.798 -0.868 2.221 -0.38
C -4.7361 28.8806 -18.8748 0.250 3.620 1.103 -0.15
O -4.9186 27.8378 -19.7216 0.743 -1.729 -0.158 0.10
C -3.7724 27.0723 -19.6686 -0.242 -1.972 -4.537 -0.47
O -3.6560 26.1082 -20.4279 0.076 2.212 3.001 0.12
O -2.8231 27.6932 -18.9622 0.524 -3.095 -1.741 0.10
H -2.4986 30.3470 -19.5855 0.175 0.100 0.032 0.10
H -1.3295 29.6414 -18.4068 -0.178 0.063 0.053 0.09
H -2.7181 30.6429 -17.8213 0.596 0.757 -0.181 0.09
H -3.2740 28.4815 -17.3019 -0.251 0.757 0.592 0.15
H -4.5777 29.8502 -19.3470 -1.460 0.150 -1.054 0.13
H -5.5472 28.9803 -18.1535 0.191 -0.206 0.161 0.14
C -10.1738 15.4729 -25.4385 0.299 0.359 0.000 -0.01
C -8.6836 15.7941 -25.1506 -0.445 -3.552 -1.131 -0.37
C -7.6778 16.0270 -26.2985 -1.530 -0.811 -0.259 -0.09
O -6.8747 17.0600 -25.7847 -0.437 0.139 0.206 0.09
C -7.4966 17.5926 -24.7220 2.076 4.926 2.183 -0.45
O -7.0090 18.6118 -24.1486 -2.538 -4.523 -1.892 0.08
O -8.6696 16.9434 -24.4154 1.782 2.581 0.670 0.09
H -10.5266 14.5763 -25.9480 1.039 -0.213 -0.431 0.08
H -10.5521 16.3246 -26.0039 -0.339 0.059 0.232 0.09
H -10.6820 15.3566 -24.4813 0.016 0.619 0.136 0.08
H -8.2173 14.9915 -24.5791 -0.280 -0.232 0.559 0.14
H -8.2765 16.2764 -27.1745 0.546 0.663 -0.377 0.13
H -7.0592 15.1597 -26.5290 -0.082 0.080 0.133 0.14
```
Forces are in eV/Å.

**Total charge**: -3
**Spin multiplicity**: 1


C12H18AsF5InO4S2SbSe4Si2 | wB97M-V/def2-TZVPD

```
50
Properties=species:S:1:pos:R:3:forces:R:3:lowdin_charge:R:1
In -0.1561 0.2566 0.4014 -0.455 -0.278 0.067 0.20
F 6.4309 0.1252 2.9790 0.085 0.000 -0.004 0.11
C 5.0951 0.0812 2.9204 -0.089 -0.002 -0.015 -0.15
C 4.4536 -0.3804 1.7866 -0.060 0.060 0.141 -0.15
F 5.1679 -0.7857 0.7373 0.049 -0.024 -0.062 0.13
C 3.0711 -0.4170 1.7533 0.019 -0.066 -0.068 -0.24
F 2.5120 -0.8778 0.6241 -0.009 0.071 0.005 0.01
C 2.2675 0.0076 2.8075 -0.289 0.043 -0.053 -0.52
S 0.5048 0.0003 2.8102 0.328 -0.043 0.256 0.66
C 2.9558 0.4579 3.9323 0.073 0.045 0.012 -0.26
F 2.2841 0.8961 5.0027 -0.056 0.020 0.040 0.08
C 4.3352 0.4984 3.9973 -0.034 -0.044 -0.073 -0.15
F 4.9451 0.9515 5.0997 0.055 0.033 0.077 0.11
C -0.2085 3.7349 2.9554 -0.052 0.020 0.103 -0.23
Si 0.7122 3.9301 1.3424 -0.097 -0.045 -0.135 0.18
C 0.5696 5.7461 0.8702 -0.011 0.103 -0.070 -0.24
C 2.5274 3.5677 1.6278 0.115 -0.066 0.045 -0.21
As -0.4228 2.7269 -0.3264 0.277 -0.154 0.038 0.77
Si 1.2481 2.6406 -1.9736 -0.133 0.058 0.043 0.18
C 1.7921 4.3948 -2.3830 0.041 0.109 0.007 -0.24
C 2.7865 1.6583 -1.5507 0.067 -0.144 0.053 -0.22
C 0.4837 1.8835 -3.4943 -0.041 -0.069 -0.098 -0.22
H 0.1315 4.4925 3.6687 -0.016 -0.012 0.021 0.03
H -0.0466 2.7494 3.3898 0.020 -0.054 0.020 -0.02
H -1.2833 3.8598 2.8052 0.007 0.031 -0.005 0.03
H 0.9965 6.3760 1.6563 0.004 0.014 0.008 0.02
H -0.4808 6.0190 0.7476 -0.010 0.011 0.018 0.02
H 1.0797 5.9760 -0.0667 0.015 -0.010 0.010 0.00
H 2.8806 4.1689 2.4712 0.038 0.003 0.004 0.03
H 3.1391 3.8099 0.7567 -0.005 0.019 -0.012 0.02
H 2.6919 2.5167 1.8753 -0.006 0.000 0.003 0.01
H 2.4373 4.8092 -1.6049 0.012 -0.003 0.004 0.01
H 0.9328 5.0593 -2.4935 -0.007 -0.004 -0.025 0.02
H 2.3526 4.4002 -3.3222 0.019 0.004 -0.010 0.02
H 3.1405 1.8180 -0.5312 0.004 0.053 -0.005 0.01
H 3.5893 1.9405 -2.2388 0.036 -0.039 0.000 0.03
H 2.6062 0.5866 -1.6735 -0.013 0.018 0.001 0.03
H -0.2907 2.5299 -3.9123 0.015 0.028 -0.013 0.03
H 0.0104 0.9276 -3.2619 0.031 -0.005 0.022 0.01
H 1.2555 1.7182 -4.2521 -0.028 0.012 -0.044 0.03
O -1.5717 0.0135 -1.7300 -0.263 0.092 -0.035 -0.46
S -2.4770 -0.7902 -0.8960 0.754 0.126 -0.111 0.30
O -1.8177 -2.2253 -0.8369 0.128 0.134 -0.151 -0.71
O -2.3490 -0.2635 0.5131 0.015 -0.064 -0.332 -0.43
O -3.8090 -0.9380 -1.3832 -0.089 -0.167 0.348 -0.26
Se 1.4409 -5.2863 1.6890 -0.005 -0.058 -0.074 -0.27
Sb -0.1851 -5.2776 -0.0744 0.172 -0.423 0.174 -0.28
Se 0.5452 -5.4911 -2.3404 -0.010 -0.078 0.042 -0.24
Se -2.4804 -5.6126 0.4307 0.024 0.000 0.027 -0.19
Se 0.0391 -2.2511 -0.4664 -0.625 0.747 -0.197 0.60
```
Forces are in eV/Å.

**Total charge**: -2
**Spin multiplicity**: 1
**ΔE to the lowest compared entry with this formula, charge and spin**: 0.00 kJ/mol


C12H18BBr | wB97M-V/def2-TZVPD

```
32
Properties=species:S:1:pos:R:3:forces:R:3:lowdin_charge:R:1
C 1.8047 -1.4098 3.7490 -0.717 -0.179 0.086 0.01
C 1.0369 -0.6290 3.0268 -0.249 0.301 0.128 -0.25
C -0.3669 -0.7905 2.5985 -1.397 0.273 0.239 -0.12
B -0.5124 -0.5563 1.0470 -0.340 1.003 -0.330 -0.23
C -1.9722 -0.4847 0.3683 -2.437 -0.643 -0.024 -0.06
C -1.8234 -0.8148 -1.1034 0.475 -0.856 -0.452 -0.41
C -2.7756 -0.6276 -1.9972 -2.890 2.337 0.766 -0.56
Br -2.8332 -0.8753 -3.8854 0.330 -0.182 0.429 0.66
C -0.5075 -1.3901 -1.5317 0.765 -0.800 0.506 -0.13
C 0.5531 -0.2769 -1.3136 -0.560 0.120 -1.549 -0.34
C 0.2833 1.1156 -1.9499 2.853 0.275 -0.866 -0.13
C 1.5161 1.9437 -1.4969 0.051 -0.052 -2.804 -0.22
C 1.4692 3.1766 -1.0207 3.770 -0.187 -0.461 -0.01
C 0.7872 -0.1200 0.1322 -2.200 -0.696 2.889 -0.11
H 2.8041 -1.0888 3.6762 1.381 -0.349 0.844 0.04
H 1.4406 -2.2401 4.3223 0.213 -0.488 0.060 0.06
H 1.6222 0.1779 2.6406 -0.274 0.780 -0.661 0.09
H -0.7616 -1.7962 2.8902 0.145 0.694 -0.161 0.13
H -1.1242 -0.0279 3.0368 1.223 -0.994 -0.389 0.15
H -2.4767 0.5475 0.4667 0.994 -1.238 0.064 0.14
H -2.8856 -1.2136 0.7118 2.445 1.522 -0.104 0.16
H -3.7259 -0.0245 -1.6712 1.757 -1.438 -0.659 0.09
H -0.2149 -2.3989 -0.9881 -0.536 2.032 -0.733 0.17
H -0.6340 -1.6328 -2.5652 0.364 -0.308 -0.730 0.05
H 1.5092 -0.4646 -1.7598 0.490 -1.070 -0.509 0.12
H -0.5852 1.6286 -1.6587 -1.475 0.411 0.437 0.09
H 0.4265 1.2317 -3.1061 -0.776 -0.894 1.907 0.16
H 2.4260 1.5449 -2.0295 -0.578 0.560 1.009 0.12
H 2.3946 3.8450 -0.9818 -1.418 -1.079 0.092 0.09
H 0.6190 3.4903 -0.5549 -2.333 1.249 0.959 0.02
H 0.9451 0.9346 0.4107 0.447 -0.450 0.228 0.11
H 1.5613 -0.7741 0.5371 0.477 0.346 -0.210 0.12
```
Forces are in eV/Å.

**Spin multiplicity**: 1
**SMILES**: C=CCB1C/C(=C/Br)C[C@@H](CC=C)C1
**ΔE to the lowest compared entry with this formula, charge and spin**: 73.99 kJ/mol


C12H18BN | wB97M-V/def2-TZVPD

```
32
Properties=species:S:1:pos:R:3:forces:R:3:lowdin_charge:R:1
C -1.4204 -2.7904 -0.5235 -1.255 0.902 2.505 -0.01
C -1.3843 -1.5074 -0.8353 -1.405 0.146 0.846 -0.08
B -2.0667 -0.3084 -0.0208 -0.004 -2.499 -0.884 -0.46
C -3.4403 -0.2948 0.7900 -0.261 -0.994 -0.258 -0.09
C -4.6822 -0.4591 0.3020 0.194 0.314 1.804 0.00
N -1.4468 0.8863 -0.1263 -0.610 2.876 0.296 -0.10
C -2.1618 2.0027 0.5413 1.028 -0.499 -1.317 -0.03
C -0.3249 1.2518 -0.9596 -2.167 -0.647 -2.805 -0.06
H -1.2372 -3.4882 -1.2623 0.765 -1.749 -1.020 0.03
H -1.8065 -3.0901 0.4798 0.377 -0.112 -0.963 0.08
H -1.0714 -1.3617 -1.8358 0.430 0.654 -1.042 0.07
H -3.2857 -0.0411 1.8371 -0.499 0.311 0.082 0.09
H -4.9046 -0.8436 -0.6389 0.272 -0.380 -1.936 0.03
H -5.6407 -0.2660 0.8079 0.772 -0.036 0.511 0.06
H -1.9120 2.8553 -0.0497 0.150 1.130 0.113 0.08
H -3.2134 1.8230 0.4209 -0.359 0.301 0.409 0.07
H -1.8359 2.0643 1.5672 -0.124 0.401 0.383 0.10
H 0.3419 1.8388 -0.4673 1.722 2.014 1.463 0.02
H 0.1627 0.3391 -1.1207 1.038 -1.153 -0.693 0.05
H -0.5294 1.7422 -2.0389 -0.127 -0.976 2.447 0.15
C 4.7222 0.1758 -0.3253 0.238 -3.009 0.637 -0.08
C 3.9309 1.2229 -0.0453 0.641 0.688 0.228 -0.11
C 2.7531 1.0878 0.6161 -0.543 -0.308 -0.038 -0.10
C 2.3448 -0.1858 0.9606 -3.029 0.602 -0.602 -0.09
C 3.0487 -1.2755 0.5215 -1.106 -0.420 1.400 -0.11
C 4.2791 -1.1071 -0.0130 -0.161 0.263 -0.526 -0.09
H 5.7021 0.1886 -0.6804 1.374 0.812 -0.891 0.09
H 4.3017 2.1665 -0.2688 0.386 1.786 -0.520 0.09
H 2.1723 1.9833 0.6643 -0.574 0.173 0.750 0.09
H 1.2740 -0.3613 1.2453 1.169 0.310 0.280 0.12
H 2.5724 -2.2321 0.6933 0.389 -0.251 -0.115 0.11
H 4.7582 -2.0160 -0.2350 1.278 -0.649 -0.544 0.09
```
Forces are in eV/Å.

**Spin multiplicity**: 1
**SMILES**: C=CB(C=C)N(C)C.c1ccccc1
**ΔE to the lowest compared entry with this formula, charge and spin**: 80.66 kJ/mol


C12H18BNO3S | wB97M-V/def2-TZVPD

```
36
Properties=species:S:1:pos:R:3:forces:R:3:lowdin_charge:R:1
C -2.9615 -1.3906 2.6196 -0.676 -0.181 -0.182 -0.06
C -1.5451 -0.9657 2.3370 1.101 0.088 -0.264 -0.37
C -1.0965 0.0776 3.3566 -1.476 0.350 0.586 -0.58
S 0.5536 0.6927 3.1390 0.641 -0.974 0.140 0.77
C -1.4346 -0.3828 0.9213 1.170 -0.667 0.736 -0.52
O -2.2826 0.3790 0.5320 -1.176 0.761 -0.795 0.09
N -0.3763 -0.7430 0.1370 0.472 -0.577 0.765 0.09
C -0.4278 -0.7044 -1.3290 -0.554 -0.508 -0.632 -0.20
C 0.9270 -0.4892 -1.9430 -0.189 -0.124 -0.702 -0.13
C 1.5480 0.8473 -1.7530 0.930 0.614 0.369 -0.22
C 1.5378 1.5116 -0.5128 0.130 -0.052 -0.571 -0.02
C 2.1775 2.7339 -0.3563 -0.719 -0.770 -0.010 -0.08
C 2.9085 3.2940 -1.3823 -0.254 -0.422 0.113 -0.10
C 2.9850 2.6366 -2.5877 -0.844 -1.252 -0.168 -0.07
C 2.2918 1.4078 -2.7811 0.578 1.803 0.650 -0.03
B -1.1050 -2.1382 -1.6620 1.013 1.072 -0.107 -0.55
O -0.3681 -3.1292 -2.3040 -1.205 -0.309 0.378 0.16
O -2.3738 -2.1924 -1.1102 0.691 -1.064 -0.744 0.16
H -3.0801 -1.8642 3.6008 0.210 0.128 -0.139 0.09
H -3.2900 -2.1085 1.8618 -0.101 0.073 0.111 0.09
H -3.6158 -0.5146 2.5741 0.017 -0.186 -0.032 0.09
H -0.8745 -1.8387 2.3953 -0.071 0.167 0.118 0.14
H -1.3072 -0.3329 4.3591 0.487 0.167 -0.232 0.09
H -1.7299 0.9700 3.2926 -0.152 -0.212 -0.198 0.08
H 0.9578 -0.6038 3.0965 0.638 0.601 -0.004 -0.11
H 0.2938 -1.4402 0.4888 -0.727 0.554 0.029 0.16
H -1.1289 0.0714 -1.6616 0.236 0.104 0.368 0.16
H 1.5910 -1.2450 -1.5470 0.469 -0.402 0.208 0.12
H 0.8680 -0.6965 -3.0318 -0.084 0.097 0.488 0.14
H 1.0473 1.0426 0.3220 -0.187 0.202 0.118 0.05
H 2.0262 3.2610 0.5617 0.237 0.204 0.522 0.10
H 3.3913 4.2143 -1.1736 0.477 0.783 -0.243 0.09
H 3.5254 3.0519 -3.4101 0.339 0.203 -0.360 0.09
H 2.3552 0.9715 -3.7534 -0.087 -0.472 -0.448 0.10
H 0.5418 -3.0380 -2.6424 -0.972 0.572 0.529 0.11
H -2.5291 -1.3454 -0.6537 -0.361 -0.371 -0.399 0.08
```
Forces are in eV/Å.

**Spin multiplicity**: 1
**SMILES**: C[C@H](CS)C(=O)N[C@@H](Cc1ccccc1)B(O)O
**ΔE to the lowest compared entry with this formula, charge and spin**: 24.97 kJ/mol


C12H18BrN2O4P | wB97M-V/def2-TZVPD

```
38
Properties=species:S:1:pos:R:3:forces:R:3:lowdin_charge:R:1
C -1.8181 1.4694 -0.8619 -0.044 -0.019 -0.014 -0.09
C -2.3944 0.4048 -1.8019 0.011 -0.033 -0.059 -0.24
C -2.6598 -0.9508 -1.1351 0.011 -0.012 0.016 -0.17
C -1.4670 -1.9323 -1.0483 0.021 0.023 0.003 -0.12
C -0.1398 -1.2922 -0.7690 -0.065 0.013 -0.096 -0.10
C 0.4247 -1.2112 0.4377 0.027 0.069 0.011 -0.17
N -0.1987 -1.7165 1.6026 0.109 -0.105 0.023 0.02
C -0.5979 -0.6664 2.5664 -0.043 0.031 -0.011 -0.25
C -2.0683 -0.7818 2.9296 0.014 0.026 0.033 -0.08
C 1.7932 -0.6056 0.6127 0.001 -0.095 -0.167 -0.30
O 2.4269 -0.8911 1.5969 0.044 0.032 0.154 0.13
C 2.3009 0.3490 -0.4446 -0.115 -0.117 0.045 -0.18
P 3.5807 1.6073 -0.0827 -0.039 -0.041 -0.106 0.45
N 4.6041 1.9125 -1.1872 -0.084 0.139 0.348 -0.17
O 4.2684 1.0169 1.2193 0.006 0.194 -0.131 -0.13
O 2.6713 2.8224 0.4570 0.037 -0.100 0.088 -0.13
C 1.6921 0.2794 -1.6338 -0.075 -0.089 0.092 -0.57
Br 1.9922 1.4205 -3.0856 0.039 0.073 -0.061 0.87
C 0.6273 -0.7591 -1.9265 -0.027 0.142 0.053 -0.39
O 0.4104 -1.1039 -3.0602 -0.024 -0.042 -0.001 0.09
H -1.0711 1.0496 -0.1856 0.015 0.042 -0.035 0.05
H -2.6067 1.9028 -0.2430 0.029 -0.039 0.035 0.08
H -1.3526 2.2850 -1.4197 -0.030 -0.008 0.002 0.07
H -3.3409 0.7750 -2.2021 0.039 0.033 -0.018 0.11
H -1.7431 0.2689 -2.6689 -0.019 -0.020 0.022 0.10
H -3.0584 -0.7857 -0.1292 0.041 0.050 -0.039 0.09
H -3.4461 -1.4631 -1.6932 -0.013 -0.026 0.065 0.11
H -1.3860 -2.4789 -1.9888 0.047 0.062 -0.021 0.12
H -1.6553 -2.6467 -0.2484 -0.049 -0.033 -0.045 0.11
H 0.4478 -2.3527 2.0550 0.006 0.046 0.037 0.13
H -0.4012 0.3193 2.1315 -0.024 -0.026 -0.015 0.11
H 0.0248 -0.7275 3.4615 -0.005 -0.008 -0.012 0.12
H -2.2718 -1.7397 3.4102 0.004 0.009 -0.022 0.07
H -2.3583 0.0164 3.6166 -0.006 -0.024 -0.013 0.07
H -2.6904 -0.7145 2.0357 0.020 0.009 0.043 0.05
H 4.4941 2.8150 -1.6290 0.073 -0.111 -0.189 -0.01
H 5.1979 1.2839 1.1935 0.070 -0.077 0.034 0.09
H 1.7691 2.8217 0.1185 -0.002 0.033 -0.048 0.07
```
Forces are in eV/Å.

**Spin multiplicity**: 1
**SMILES**: CCCCC1=C(NCC)C(=O)C(P(=N)(O)O)=C(Br)C1=O
**ΔE to the lowest compared entry with this formula, charge and spin**: 0.00 kJ/mol


What HOMO values result from the calculations? In sequence: -1.25 -2.28 -8.88 -9.22 -9.02 -9.29 eV.
What HOMO-LUMO gap values result from the calculations? In sequence: 2.507 6.095 9.404 9.948 9.311 7.813 eV.